[1]
The following is a DFT calculation (ωB97M-V/def2-TZVPD) of an isolated ion of composition C3H9N4 and charge +1 at a distorted geometry.

Values from the calculation:
* energy above the lowest of the compared OMol25 structures with the same formula, charge and spin: 210.2 kJ/mol
* 2S+1: 3
* E_HOMO (spin up / spin down): -10.106 / -13.793 eV
* LUMO energy (spin up / spin down): -2.832 / -6.938 eV
* total charge: +1
* M: 101.1 g/mol
* <S²>: 2.007
* frontier orbital gap (spin up / spin down): 7.27 / 6.86 eV

Geometry (Å):
N1 -0.104 2.290 0.455
N2 0.993 -1.301 1.333
N3 -1.822 -1.116 -0.853
N4 -0.839 -0.520 -0.102
C1 0.325 -1.304 0.215
C2 0.410 1.619 -0.586
C3 0.365 0.202 -0.751
H1 0.590 -2.085 -0.477
H2 0.769 -0.711 2.167
H3 0.704 -0.238 -1.680
H4 -1.506 -1.688 -1.651
H5 -0.568 1.737 1.241
H6 0.860 2.314 -1.307
H7 -2.273 -0.280 -1.283
H8 -0.080 3.267 0.409
H9 1.720 -2.032 1.414

[2]
The following is a DFT calculation (ωB97M-V/def2-TZVPD) of C36H48N4O3PRb as an isolated structure.

Values from the calculation:
* energy above the lowest of the compared OMol25 structures with the same formula, charge and spin: 0.0 kJ/mol
* 2S+1: 1
* E_HOMO: -6.541 eV
* LUMO energy: -0.158 eV
* M: 701.2 g/mol
* frontier orbital gap: 6.38 eV

Geometry (Å):
Rb1 0.504 1.472 0.739
P1 -1.847 -1.782 0.881
O1 3.537 -3.765 4.530
O2 2.860 0.239 -0.467
O3 2.235 0.217 2.309
N1 -1.557 1.482 -1.390
N2 -2.457 2.218 1.105
N3 2.202 3.366 -2.270
N4 1.086 4.335 -0.279
C1 -3.528 -2.517 0.522
C2 2.902 1.528 -4.061
C3 -4.022 -3.657 1.412
C4 1.812 2.498 -4.536
C5 1.623 3.897 -1.207
C6 -0.854 -0.787 3.276
C7 2.872 -1.720 3.436
C8 -3.816 1.396 -2.222
C9 -2.903 2.557 2.294
C10 3.663 -0.641 -0.131
C11 -2.880 1.631 -1.200
C12 -5.178 2.554 1.600
C13 -1.703 -1.943 2.739
C14 -3.330 0.968 -3.470
C15 3.618 2.965 -2.150
C16 -4.562 -1.388 0.516
C17 -1.983 0.796 -3.645
C18 3.660 -1.324 1.144
C19 -3.356 2.034 0.116
C20 1.715 3.717 -3.605
C21 -1.229 -3.264 3.344
C22 -4.737 2.195 0.315
C23 0.758 -2.617 0.387
C24 -4.260 2.735 2.598
C25 -5.217 1.585 -1.976
C26 4.062 2.314 -3.461
C27 4.372 -2.541 1.264
C28 4.325 -3.338 2.370
C29 2.743 -3.406 5.641
C30 -5.657 1.971 -0.764
C31 -1.135 1.072 -2.563
C32 2.888 -0.860 2.277
C33 4.696 -1.047 -1.175
C34 3.546 -2.909 3.471
C35 -0.689 -2.986 0.055
C36 -0.918 -4.490 0.171
H1 0.688 4.065 -3.505
H2 2.305 4.552 -3.998
H3 2.290 -1.361 4.272
H4 3.090 -2.473 6.093
H5 -1.572 0.457 -4.586
H6 -4.163 -3.315 2.439
H7 -4.615 -0.905 1.497
H8 -5.913 1.407 -2.787
H9 -4.560 3.004 3.602
H10 3.682 2.239 -1.339
H11 4.857 -4.277 2.429
H12 -2.155 2.703 3.067
H13 4.236 3.836 -1.909
H14 4.486 -2.044 -1.565
H15 0.964 -1.562 0.200
H16 -0.774 -4.850 1.190
H17 -4.029 0.774 -4.275
H18 2.508 0.864 -3.288
H19 -1.276 0.171 2.966
H20 4.403 3.075 -4.170
H21 1.693 -3.293 5.357
H22 -4.994 -4.009 1.055
H23 2.841 -4.215 6.360
H24 -3.432 -2.892 -0.504
H25 3.235 0.905 -4.892
H26 -1.912 -4.786 -0.164
H27 1.453 -3.200 -0.221
H28 5.706 -1.052 -0.765
H29 -0.193 -5.011 -0.461
H30 -1.846 -4.110 3.043
H31 -6.714 2.113 -0.578
H32 4.637 -0.340 -2.001
H33 -0.832 -0.806 4.370
H34 -1.264 -3.199 4.435
H35 1.005 -2.818 1.431
H36 -2.734 -1.767 3.070
H37 -0.853 -2.717 -0.999
H38 2.035 2.852 -5.545
H39 -0.060 0.945 -2.668
H40 -0.195 -3.476 3.068
H41 4.919 1.672 -3.254
H42 -3.347 -4.509 1.432
H43 0.849 1.986 -4.587
H44 -6.239 2.680 1.784
H45 -4.313 -0.619 -0.216
H46 4.962 -2.885 0.424
H47 -5.559 -1.772 0.283
H48 0.181 -0.834 2.933

[3]
The following is a DFT calculation (ωB97M-V/def2-TZVPD) of a 6-piece molecular cluster, C3H16O5 overall at a distorted geometry.

Values from the calculation:
* energy above the lowest of the compared OMol25 structures with the same formula, charge and spin: 297.5 kJ/mol
* 2S+1: 1
* E_HOMO: -8.937 eV
* LUMO energy: 0.334 eV
* SMILES: C=CC.O.O.O.O.O
* M: 132.2 g/mol
* frontier orbital gap: 9.27 eV

Geometry (Å):
O1 -2.307 -4.190 0.950
O2 3.949 5.229 -1.097
O3 6.189 1.372 0.144
O4 -1.024 -1.911 0.737
O5 -0.514 -3.377 3.497
C1 -1.949 2.541 -1.043
C2 -2.037 0.081 -1.576
C3 -2.623 1.426 -1.116
H1 5.269 1.219 0.263
H2 -0.310 -2.021 1.318
H3 -1.261 -4.035 3.258
H4 -1.483 -2.696 0.861
H5 -1.253 0.360 -2.401
H6 -0.122 -3.516 4.293
H7 -1.266 -0.438 -0.824
H8 -1.578 -4.656 0.655
H9 4.785 5.007 -0.745
H10 -3.014 -4.666 0.563
H11 -2.327 3.440 -0.656
H12 -0.851 2.534 -1.364
H13 -3.750 1.421 -1.070
H14 4.130 6.042 -1.696
H15 -2.779 -0.679 -2.030
H16 6.126 1.513 -0.924

[4]
The following is a DFT calculation (ωB97M-V/def2-TZVPD) of one molecule with the formula C3H4BrNS at a distorted geometry.

Values from the calculation:
* energy above the lowest of the compared OMol25 structures with the same formula, charge and spin: 107.0 kJ/mol
* 2S+1: 1
* E_HOMO: -9.380 eV
* LUMO energy: 0.550 eV
* SMILES: Br[C@@H]1CN=CS1
* M: 166.0 g/mol
* frontier orbital gap: 9.93 eV

Geometry (Å):
Br1 2.648 -0.619 0.022
S1 0.375 1.708 0.263
N1 -1.269 -0.092 -0.771
C1 -0.373 -0.947 -0.158
C2 0.870 0.080 0.728
C3 -0.939 1.113 -0.756
H1 0.861 -0.107 1.794
H2 0.322 -1.572 -0.711
H3 -1.484 1.863 -1.130
H4 -1.010 -1.427 0.718

[5]
The following is a DFT calculation (ωB97M-V/def2-TZVPD) of one molecule with the formula OS.

Values from the calculation:
* energy above the lowest of the compared OMol25 structures with the same formula, charge and spin: 0.2 kJ/mol
* 2S+1: 1
* E_HOMO: -8.691 eV
* LUMO energy: -2.277 eV
* SMILES: O=S
* M: 48.1 g/mol
* frontier orbital gap: 6.41 eV

Geometry (Å):
S1 -0.264 -0.348 0.220
O1 0.527 0.697 -0.440

- Among the records above, which one has the lowest energy above the lowest of the compared OMol25 structures with the same formula, charge and spin?
  C36H48N4O3PRb

- What is the energy above the lowest of the compared OMol25 structures with the same formula, charge and spin in the first record?
  210.2 kJ/mol